Formula: C16H45NO12
Source: the OMol25 dataset
Level of theory: ωB97M-V with the def2-TZVPD basis set

Structure (SMILES) ... COCCNCCOC.OCCO.OCCO.OCCO.OCCO.OCCO
HOMO level ... -9.329 eV
Gap between HOMO and LUMO ... 9.67 eV
Lowest unoccupied orbital energy ... 0.3 eV

```
! wB97M-V def2-TZVPD RIJCOSX def2/J DEFGRID3
* xyz 0 1
C -0.04 -2.35 -2.97
C 0.44 -0.93 -3.18
O -0.66 -0.15 -3.63
O -0.69 -2.54 -1.72
H 0.73 -3.11 -3.09
H -0.72 -2.58 -3.80
H 1.20 -0.95 -3.97
H 0.86 -0.48 -2.28
H -1.15 0.09 -2.82
H -1.63 -2.44 -1.91
C 3.54 6.85 -0.17
C 2.68 6.47 -1.35
O 3.10 5.25 -1.96
O 3.03 7.94 0.56
H 4.58 7.02 -0.51
H 3.63 5.96 0.45
H 2.56 7.24 -2.13
H 1.64 6.37 -1.02
H 3.78 5.38 -2.63
H 2.70 8.62 -0.02
C -2.00 -1.30 2.12
C -2.48 -2.60 2.74
O -1.71 -3.71 2.37
O -0.96 -0.65 2.91
H -2.81 -0.57 2.16
H -1.62 -1.50 1.11
H -3.49 -2.75 2.35
H -2.60 -2.46 3.82
H -0.84 -3.60 2.83
H -0.10 -1.00 2.63
C 0.33 2.84 -2.13
C -0.80 2.48 -1.22
O -0.97 1.06 -1.10
O 1.57 2.85 -1.42
H 0.17 3.88 -2.44
H 0.32 2.24 -3.04
H -1.74 2.91 -1.58
H -0.67 2.86 -0.20
H -1.41 0.86 -0.27
H 2.07 3.56 -1.85
C -4.58 1.74 -3.49
C -3.98 2.62 -4.58
O -4.42 3.95 -4.29
O -5.98 1.68 -3.63
H -4.23 2.08 -2.51
H -4.08 0.77 -3.63
H -4.38 2.32 -5.54
H -2.89 2.62 -4.46
H -4.27 4.53 -5.04
H -6.22 2.47 -4.13
C 0.40 -5.97 6.58
O 0.87 -5.86 5.23
C 0.77 -4.55 4.72
C 1.40 -4.59 3.32
N 1.12 -3.31 2.60
C 1.48 -3.44 1.15
C 1.60 -2.07 0.56
O 2.76 -1.52 1.17
C 2.94 -0.20 0.77
H 0.73 -6.96 6.90
H -0.69 -5.92 6.63
H 0.81 -5.15 7.17
H 1.34 -3.83 5.33
H -0.28 -4.25 4.71
H 0.92 -5.40 2.77
H 2.47 -4.75 3.41
H 1.96 -2.76 2.85
H 0.75 -4.06 0.62
H 2.39 -4.05 1.03
H 0.68 -1.52 0.75
H 1.86 -2.14 -0.51
H 3.82 0.22 1.25
H 2.06 0.42 0.96
H 3.00 -0.17 -0.33
*
```


Formula: C16H46IN4O7V
Source: the OMol25 dataset
Level of theory: ωB97M-V with the def2-TZVPD basis set

HOMO level (alpha / beta) ... -4.269 / -4.228 eV
Gap between HOMO and LUMO (alpha / beta) ... 6.43 / 6.39 eV
Lowest unoccupied orbital energy (alpha / beta) ... 2.2 / 2.2 eV

```
! wB97M-V def2-TZVPD RIJCOSX def2/J DEFGRID3
* xyz -1 2
O 0.62 -0.11 0.45
V 1.07 0.99 1.52
I 1.09 -1.12 3.60
O 2.16 2.41 2.74
H 1.74 3.06 3.34
O 3.15 0.61 0.99
H 3.57 0.16 0.24
C 2.03 -2.36 -1.98
C 3.50 -1.83 -1.79
C 4.17 -2.37 -0.49
O 4.25 -3.77 -0.47
C 4.81 -4.28 0.75
N 4.27 -2.27 -2.94
H 2.07 -3.45 -2.02
H 1.69 -1.94 -2.92
H 1.35 -2.18 -1.14
H 3.54 -0.74 -1.76
H 3.50 -2.10 0.33
H 5.12 -1.86 -0.33
H 4.75 -5.37 0.71
H 4.27 -4.03 1.66
H 5.82 -3.87 0.83
H 5.25 -2.09 -2.77
H 4.24 -3.27 -2.89
C -3.19 1.02 2.15
C -2.07 1.93 1.64
C -2.44 3.42 1.66
O -1.38 4.22 1.19
C -1.49 5.62 1.43
N -0.90 1.67 2.45
H -4.11 1.19 1.59
H -3.44 1.34 3.16
H -2.87 -0.02 2.13
H -1.82 1.62 0.62
H -2.80 3.73 2.64
H -3.33 3.63 1.06
H -2.52 5.95 1.26
H -0.74 6.18 0.87
H -1.19 5.82 2.45
H -1.35 1.27 3.27
H -0.70 2.60 2.79
C -0.09 3.93 -1.97
C 0.06 2.45 -1.54
C 1.09 1.65 -2.43
O 0.58 1.67 -3.75
C -0.62 0.87 -3.90
N 0.43 2.58 -0.14
H -0.88 4.48 -1.46
H -0.25 4.00 -3.05
H 0.82 4.53 -1.88
H -0.91 1.96 -1.49
H 1.34 0.66 -2.06
H 1.99 2.25 -2.60
H -0.83 0.61 -4.93
H -1.41 1.53 -3.52
H -0.51 -0.04 -3.31
H -0.15 3.29 0.28
H 1.27 3.15 -0.18
C -4.03 -3.39 1.42
C -2.69 -3.70 0.83
C -1.68 -2.52 0.74
O -2.20 -1.32 0.11
C -2.06 -1.32 -1.32
N -2.11 -4.67 1.70
H -4.46 -2.55 0.88
H -3.85 -2.95 2.40
H -4.74 -4.22 1.48
H -2.92 -4.11 -0.15
H -0.68 -2.76 0.38
H -1.52 -2.18 1.76
H -2.68 -2.06 -1.82
H -0.98 -1.46 -1.45
H -2.41 -0.33 -1.63
H -2.79 -5.32 2.08
H -1.78 -4.16 2.50
*
```


Formula: C16H47N3O6
Source: the OMol25 dataset
Level of theory: ωB97M-V with the def2-TZVPD basis set

Structure (SMILES) ... COC[C@H](C)N.COC[C@H](C)N.COC[C@H](C)N.CCO.CCO.O
HOMO level ... -8.772 eV
Gap between HOMO and LUMO ... 9.26 eV
Lowest unoccupied orbital energy ... 0.5 eV

```
! wB97M-V def2-TZVPD RIJCOSX def2/J DEFGRID3
* xyz 0 1
C 3.31 -3.39 0.44
C 2.51 -2.82 1.61
O 1.17 -2.67 1.15
H 2.69 -3.99 -0.24
H 4.03 -4.09 0.85
H 3.84 -2.64 -0.14
H 2.90 -1.85 1.93
H 2.63 -3.52 2.44
H 0.56 -2.50 1.88
C -4.58 -3.40 -1.41
C -3.18 -2.85 -1.69
O -2.28 -3.16 -0.60
H -5.25 -3.18 -2.25
H -4.98 -2.83 -0.57
H -4.71 -4.46 -1.21
H -3.22 -1.76 -1.76
H -2.81 -3.26 -2.63
H -2.51 -4.08 -0.44
O -0.30 -1.33 -0.98
H -0.94 -2.06 -0.90
H 0.19 -1.35 -0.14
C 1.86 -1.12 -4.83
C 2.38 -1.96 -3.68
C 3.75 -2.59 -3.90
O 3.64 -3.52 -4.94
C 4.84 -4.10 -5.35
N 2.41 -1.16 -2.45
H 1.59 -1.64 -5.75
H 2.66 -0.43 -5.13
H 1.01 -0.53 -4.50
H 1.76 -2.86 -3.56
H 4.15 -3.01 -2.97
H 4.46 -1.79 -4.13
H 5.58 -3.38 -5.72
H 4.73 -4.90 -6.08
H 5.35 -4.57 -4.50
H 2.50 -1.74 -1.63
H 1.50 -0.72 -2.36
C 1.08 6.06 3.77
C 0.38 5.19 2.72
C 0.95 3.78 2.71
O 0.62 3.11 1.50
C 1.38 1.94 1.33
N -1.06 5.13 2.98
H 0.54 6.97 4.00
H 2.07 6.36 3.43
H 1.16 5.48 4.70
H 0.65 5.64 1.75
H 0.57 3.24 3.58
H 2.03 3.79 2.91
H 1.24 1.21 2.14
H 2.45 2.16 1.29
H 1.11 1.32 0.47
H -1.54 4.79 2.16
H -1.32 6.10 3.11
C -2.37 0.70 0.51
C -2.91 2.05 0.96
C -3.32 2.03 2.43
O -4.41 1.14 2.63
C -5.09 1.37 3.84
N -2.00 3.15 0.65
H -2.03 0.61 -0.52
H -3.08 -0.12 0.65
H -1.47 0.57 1.13
H -3.80 2.27 0.35
H -3.67 3.04 2.69
H -2.53 1.88 3.18
H -4.49 1.25 4.74
H -5.90 0.64 3.86
H -5.63 2.32 3.82
H -1.79 3.01 -0.34
H -1.05 3.03 1.03
*
```


Formula: C16H47NO7
Source: the OMol25 dataset
Level of theory: ωB97M-V with the def2-TZVPD basis set

Structure (SMILES) ... COC[C@H](C)N.CCO.CCO.CCO.CCO.CCO.CCO
HOMO level ... -9.376 eV
Gap between HOMO and LUMO ... 9.85 eV
Lowest unoccupied orbital energy ... 0.5 eV

```
! wB97M-V def2-TZVPD RIJCOSX def2/J DEFGRID3
* xyz 0 1
C 3.85 -5.47 2.82
C 3.99 -4.69 1.50
C 2.67 -4.23 0.86
O 1.93 -5.37 0.63
C 0.68 -5.16 0.08
N 4.85 -3.44 1.47
H 3.02 -5.08 3.41
H 4.79 -5.34 3.40
H 3.74 -6.53 2.55
H 4.53 -5.37 0.80
H 2.95 -3.67 -0.08
H 2.10 -3.57 1.53
H 0.21 -4.21 0.36
H -0.01 -5.98 0.38
H 0.73 -5.20 -1.02
H 5.83 -3.72 1.42
H 4.76 -2.75 2.19
C -4.62 -3.01 1.16
C -3.51 -2.01 1.02
O -2.70 -2.37 -0.14
H -5.14 -3.10 0.19
H -5.45 -2.71 1.81
H -4.24 -3.97 1.53
H -2.89 -1.95 1.97
H -3.90 -1.00 0.84
H -1.89 -1.84 -0.07
C 1.64 4.69 -2.22
C 2.67 4.01 -1.37
O 2.45 4.27 0.02
H 1.69 5.76 -2.11
H 0.68 4.35 -1.80
H 1.71 4.41 -3.27
H 3.67 4.34 -1.72
H 2.65 2.92 -1.55
H 2.93 3.58 0.53
C -0.64 1.32 -3.20
C -0.84 -0.13 -3.58
O 0.14 -0.85 -2.93
H -1.26 2.00 -3.72
H 0.44 1.64 -3.25
H -1.00 1.42 -2.17
H -0.71 -0.23 -4.68
H -1.81 -0.57 -3.36
H 0.03 -1.75 -3.22
C -3.65 2.58 -0.02
C -4.12 1.30 -0.61
O -4.63 1.54 -1.89
H -3.24 2.31 0.94
H -4.43 3.30 0.09
H -2.84 3.01 -0.59
H -4.92 0.85 -0.04
H -3.31 0.60 -0.59
H -4.14 1.15 -2.60
C 1.63 1.08 -0.07
C 0.75 0.07 0.66
O -0.46 -0.18 -0.01
H 2.20 0.68 -0.93
H 2.32 1.45 0.64
H 0.89 1.89 -0.29
H 0.52 0.52 1.62
H 1.27 -0.91 0.76
H -0.18 -0.34 -0.93
C -0.48 4.79 2.74
C -0.83 4.03 1.51
O -0.19 4.57 0.32
H 0.62 4.87 2.81
H -0.89 4.20 3.57
H -0.93 5.76 2.66
H -1.91 4.06 1.32
H -0.55 2.98 1.58
H 0.78 4.40 0.34
*
```


Formula: C16H48N4O8Sr
Source: the OMol25 dataset
Level of theory: ωB97M-V with the def2-TZVPD basis set

HOMO level ... -0.753 eV
Gap between HOMO and LUMO ... 5.05 eV
Lowest unoccupied orbital energy ... 4.3 eV

```
! wB97M-V def2-TZVPD RIJCOSX def2/J DEFGRID3
* xyz -2 1
Sr 1.68 -6.43 -10.10
O -0.80 -6.68 -10.56
H -1.65 -6.36 -10.87
O 2.72 -8.12 -11.53
H 2.38 -8.66 -12.25
O 0.93 -7.17 -7.84
H 1.17 -7.36 -6.93
O 1.00 -4.30 -9.03
H 1.52 -3.51 -9.26
C 0.64 -11.76 -10.98
C -0.35 -10.60 -11.08
C -1.70 -10.90 -10.50
O -2.36 -11.88 -11.33
C -3.64 -12.17 -10.91
N 0.18 -9.44 -10.37
H 0.38 -12.57 -11.66
H 0.70 -12.06 -9.93
H 1.62 -11.39 -11.29
H -0.54 -10.30 -12.13
H -2.29 -9.98 -10.54
H -1.59 -11.30 -9.49
H -4.13 -11.33 -10.39
H -3.69 -13.03 -10.20
H -4.26 -12.44 -11.77
H -0.39 -8.60 -10.56
H 1.09 -9.22 -10.80
C 5.59 -7.34 -6.51
C 4.75 -6.34 -7.27
C 5.62 -5.33 -7.97
O 6.37 -4.61 -7.02
C 7.17 -3.63 -7.62
N 3.83 -6.99 -8.22
H 4.93 -8.12 -6.11
H 6.15 -6.88 -5.69
H 6.34 -7.81 -7.16
H 4.07 -5.78 -6.62
H 4.99 -4.65 -8.57
H 6.27 -5.87 -8.68
H 7.73 -3.14 -6.83
H 6.55 -2.88 -8.12
H 7.89 -4.09 -8.31
H 4.22 -7.89 -8.50
H 2.94 -7.24 -7.76
C -0.33 -4.29 -13.73
C 0.00 -5.76 -13.91
C 0.71 -6.05 -15.22
O -0.17 -5.85 -16.31
C 0.50 -5.78 -17.54
N 0.84 -6.20 -12.76
H -0.74 -3.85 -14.64
H 0.59 -3.76 -13.47
H -1.07 -4.20 -12.93
H -0.93 -6.36 -13.89
H 1.11 -7.08 -15.25
H 1.56 -5.35 -15.31
H -0.23 -5.43 -18.27
H 0.84 -6.78 -17.84
H 1.38 -5.14 -17.46
H 1.14 -7.16 -12.93
H 0.07 -6.38 -12.04
C 5.28 -3.00 -11.43
C 3.96 -3.62 -10.93
C 2.77 -3.20 -11.75
O 2.65 -1.80 -11.96
C 2.48 -1.08 -10.77
N 4.00 -5.09 -10.98
H 6.10 -3.48 -10.88
H 5.34 -1.92 -11.30
H 5.42 -3.23 -12.49
H 3.82 -3.33 -9.89
H 1.86 -3.61 -11.28
H 2.81 -3.67 -12.74
H 3.37 -1.09 -10.12
H 1.67 -1.52 -10.16
H 2.21 -0.06 -11.04
H 4.24 -5.39 -11.92
H 4.74 -5.41 -10.36
*
```


Formula: C16H48O15
Source: the OMol25 dataset
Level of theory: ωB97M-V with the def2-TZVPD basis set

Structure (SMILES) ... OCCO.OCCO.OCCO.OCCO.OCCO.OCCO.OCCO.CCO
HOMO level ... -9.853 eV
Gap between HOMO and LUMO ... 10.17 eV
Lowest unoccupied orbital energy ... 0.3 eV

```
! wB97M-V def2-TZVPD RIJCOSX def2/J DEFGRID3
* xyz 0 1
C -0.03 2.12 0.15
C 1.01 2.34 -0.98
O 0.98 1.33 -2.01
H 0.24 2.81 0.92
H 0.01 1.18 0.69
H -1.07 2.33 -0.18
H 1.96 2.30 -0.45
H 0.93 3.36 -1.45
H 1.70 1.48 -2.66
C 1.63 2.44 -5.62
C 2.64 1.48 -5.06
O 3.11 1.91 -3.81
O 0.53 2.79 -4.69
H 1.16 1.99 -6.46
H 2.11 3.35 -5.97
H 3.46 1.53 -5.82
H 2.35 0.46 -5.08
H 3.86 1.40 -3.44
H 0.48 2.19 -3.97
C -3.06 -1.54 2.58
C -4.34 -1.46 3.36
O -5.25 -0.58 2.61
O -2.37 -0.32 2.67
H -3.22 -1.86 1.58
H -2.49 -2.30 3.11
H -4.17 -1.01 4.32
H -4.89 -2.42 3.49
H -5.49 -1.10 1.86
H -2.67 0.25 1.94
C -4.73 0.84 -0.54
C -4.44 -0.53 -1.01
O -5.26 -1.54 -0.31
O -4.23 1.17 0.78
H -5.85 0.94 -0.63
H -4.19 1.51 -1.26
H -3.39 -0.78 -0.99
H -4.85 -0.61 -2.03
H -5.38 -2.29 -0.91
H -4.84 0.85 1.47
C 2.36 -2.63 2.35
C 1.61 -1.39 1.98
O 2.10 -0.25 2.65
O 2.06 -3.08 3.67
H 3.43 -2.47 2.21
H 2.06 -3.31 1.59
H 0.53 -1.58 2.20
H 1.83 -1.21 0.91
H 1.40 0.17 3.11
H 2.52 -3.87 3.94
C -0.27 -1.64 -3.65
C -1.22 -0.47 -3.99
O -1.54 0.31 -2.85
O -0.87 -2.57 -2.72
H 0.67 -1.23 -3.24
H -0.07 -2.22 -4.55
H -2.20 -0.96 -4.36
H -0.91 0.18 -4.80
H -0.67 0.63 -2.52
H -1.19 -2.10 -1.94
C 0.40 -0.49 5.83
C -0.47 0.75 5.53
O -0.21 1.26 4.19
O 0.25 -1.33 4.68
H 0.16 -1.04 6.74
H 1.41 -0.05 5.87
H -0.16 1.55 6.22
H -1.56 0.60 5.59
H -0.93 1.02 3.59
H 1.14 -1.69 4.44
C 3.99 0.55 -0.56
C 5.26 0.14 -1.24
O 5.08 -0.01 -2.58
O 4.32 1.03 0.70
H 3.32 -0.32 -0.55
H 3.47 1.33 -1.12
H 5.65 -0.79 -0.80
H 5.99 0.92 -1.00
H 5.69 -0.59 -3.01
H 3.60 0.83 1.31
*
```


Sequential energy above the lowest of the compared OMol25 structures with the same formula, charge and spin output: 3.4, 41.1, 29.2, 11.3, 5.8, 0.0 kcal/mol